The following is a DFT calculation (ωB97M-V/def2-TZVPD) of C7H13NNiO2 as an isolated structure.

```
24
Properties=species:S:1:pos:R:3:forces:R:3
C -2.057537 0.873517 -1.278474 -0.930 0.378 0.700
C -0.537710 1.299191 -1.700273 -1.656 1.638 -1.318
O 0.327614 0.230723 -2.190974 -1.722 0.120 2.374
C 0.254845 -1.007793 -1.420216 1.157 -2.455 -0.331
C 0.686816 -0.910852 0.154276 1.284 -2.539 0.600
C -0.447977 -1.285939 1.324890 2.804 0.910 0.628
N -0.727020 0.094923 1.873431 2.975 0.584 -0.751
C 0.523738 0.989825 1.741102 -1.709 4.832 3.745
O 0.611870 2.164826 2.376236 -0.230 -7.758 -4.439
C 1.638184 0.307378 0.696571 -2.534 -0.245 0.472
H -2.679559 0.544543 -2.224875 1.557 0.495 1.757
H -2.140718 0.090471 -0.408816 0.333 1.558 -1.819
H -2.595491 1.858867 -0.872153 1.443 -2.054 -0.908
H -0.042451 1.936702 -0.820659 -0.550 -1.491 -1.405
H -0.649003 2.079683 -2.597498 0.749 -1.759 1.815
H -0.785502 -1.586765 -1.510175 1.834 1.769 0.059
H 1.039010 -1.755516 -1.924705 -1.785 2.040 0.768
H 1.412774 -1.851079 0.279106 -1.692 1.667 -0.903
H -1.325203 -1.997596 1.021885 1.548 1.801 0.442
H 0.259717 -1.823485 2.121040 -1.869 0.559 -1.570
H -1.230952 0.153011 2.785526 0.751 0.261 -1.007
H 2.138340 1.037422 -0.099967 -1.046 -1.630 2.086
H 2.353227 -0.226543 1.476020 -0.724 1.119 -0.999
Ni 3.972989 -1.215512 1.198702 0.016 0.201 0.007
```
Forces are in eV/Å.

Properties
- HOMO level (spin up / spin down) (eV) = -16.7 / -16.7
- multiplicity = 3
- total charge = +2
- maximum force (eV Å⁻¹) = 8.94